[1]
Here is 2 unconnected molecules or ions with the total composition C32H22F4O4S2 from the Open Molecules 2025 dataset. Energies are from ωB97M-V/def2-TZVPD.

* Kohn-Sham gap: 2.44 eV
* LUMO: -3.68 eV
* HOMO level: -6.119 eV

```
! RIJCOSX wB97M-V def2-TZVPD def2/J DEFGRID3
* xyz 0 1
F 3.493 -0.046 2.516
C 2.536 0.864 2.221
C 2.828 2.214 2.269
C 1.858 3.149 1.957
F 2.169 4.466 1.944
C 0.597 2.725 1.609
C 0.259 1.357 1.531
C -1.060 1.025 1.122
C -1.727 -0.200 0.861
C -3.066 -0.136 0.418
C -3.787 -1.264 0.099
F -5.033 -1.158 -0.419
C -3.204 -2.508 0.247
C -1.895 -2.618 0.681
F -1.322 -3.838 0.798
C -1.170 -1.488 0.976
C 1.278 0.443 1.859
H 3.814 2.538 2.543
H -0.139 3.474 1.386
H -1.678 1.889 0.948
H -3.550 0.815 0.306
H -3.762 -3.393 0.006
H -0.159 -1.644 1.284
H 1.114 -0.612 1.862
C -0.883 -2.262 7.139
C -0.230 -1.040 7.113
C -0.889 0.080 6.700
C -2.249 0.033 6.274
C -2.930 1.161 5.883
S -4.570 0.915 5.192
C -5.144 2.441 4.462
C -6.163 3.142 5.058
C -6.596 4.327 4.501
C -6.005 4.803 3.350
C -4.985 4.092 2.754
C -4.557 2.905 3.310
O -4.360 -0.032 4.029
O -5.463 0.570 6.364
S -2.206 2.793 6.116
C -2.498 2.759 7.888
C -3.770 3.009 8.342
C -4.047 2.930 9.690
C -3.045 2.596 10.576
C -1.765 2.361 10.119
C -1.491 2.453 8.771
O -0.730 2.738 5.811
O -3.076 3.896 5.573
C -2.879 -1.249 6.294
C -2.204 -2.357 6.727
H -0.356 -3.139 7.475
H 0.804 -0.968 7.408
H -0.358 1.009 6.615
H -6.614 2.754 5.957
H -7.389 4.883 4.971
H -6.344 5.727 2.912
H -4.511 4.470 1.864
H -3.754 2.343 2.864
H -4.541 3.257 7.632
H -5.047 3.115 10.044
H -3.266 2.504 11.626
H -0.984 2.091 10.809
H -0.494 2.282 8.403
H -3.913 -1.323 5.997
H -2.711 -3.307 6.772
*
```

---

[2]
Here is a single C3H9NS molecule from the Open Molecules 2025 dataset. Energies are from ωB97M-V/def2-TZVPD.

* Kohn-Sham gap: 9.57 eV
* LUMO: 1.01 eV
* structure (SMILES): CNCSC
* HOMO level: -8.556 eV

```
! RIJCOSX wB97M-V def2-TZVPD def2/J DEFGRID3
* xyz 0 1
C 0.046 1.934 -0.805
N 1.100 1.322 0.057
C 0.822 -0.068 0.337
S -0.870 -0.480 0.985
C -0.951 -2.174 0.377
H -0.364 1.199 -1.492
H 0.498 2.758 -1.349
H -0.768 2.365 -0.240
H 0.986 1.791 0.952
H 0.900 -0.629 -0.594
H 1.526 -0.460 1.071
H -1.979 -2.513 0.487
H -0.677 -2.197 -0.685
H -0.270 -2.848 0.899
*
```

---

[3]
Here is a single C4H5FO molecule from the Open Molecules 2025 dataset. Energies are from ωB97M-V/def2-TZVPD.

* Kohn-Sham gap: 10.25 eV
* LUMO: 0.31 eV
* structure (SMILES): C/C(C=O)=C/F
* HOMO level: -9.934 eV

```
! RIJCOSX wB97M-V def2-TZVPD def2/J DEFGRID3
* xyz 0 1
C -0.630 0.781 -0.902
C 0.119 -0.075 0.087
C -0.687 -0.950 0.983
O -0.236 -1.679 1.836
C 1.447 -0.041 0.143
F 2.180 -0.756 0.986
H -1.319 1.450 -0.381
H 0.042 1.389 -1.530
H -1.215 0.157 -1.560
H -1.770 -0.843 0.843
H 2.071 0.567 -0.504
*
```

---

[4]
Here is a molecular structure, C4H8O4 from the Open Molecules 2025 dataset. Energies are from ωB97M-V/def2-TZVPD.

* Kohn-Sham gap: 10.46 eV
* LUMO: 0.70 eV
* HOMO level: -9.757 eV

```
! RIJCOSX wB97M-V def2-TZVPD def2/J DEFGRID3
* xyz 0 1
C -1.658 0.186 0.011
C 0.835 0.002 -0.532
C 0.093 -1.289 -0.097
C 1.823 0.481 0.526
O -0.173 0.957 -0.743
O -1.039 -0.817 0.663
O -2.155 0.007 -1.193
O -2.354 0.994 0.802
H -1.398 0.639 -1.629
H -1.927 1.033 1.670
H 1.367 -0.211 -1.468
H 0.657 -1.935 0.572
H -0.268 -1.857 -0.956
H 2.619 -0.250 0.683
H 1.313 0.634 1.479
H 2.266 1.424 0.211
*
```

---

[5]
Here is a molecular structure, C21H26MnN7OS from the Open Molecules 2025 dataset. Energies are from ωB97M-V/def2-TZVPD.

* Kohn-Sham gap (alpha / beta): 7.76 / 7.66 eV
* LUMO (alpha / beta): -2.94 / -3.17 eV
* HOMO level (alpha / beta): -10.699 / -10.829 eV

```
! RIJCOSX wB97M-V def2-TZVPD def2/J DEFGRID3
* xyz 1 6
Mn 0.668 -0.153 -0.556
N -3.306 -1.045 -1.822
C -2.213 -0.358 -1.401
S -0.796 -0.416 -2.456
N -2.314 0.296 -0.281
N -1.118 0.866 0.109
C -1.041 2.127 0.253
C -2.160 3.079 0.043
C -3.368 2.929 0.717
C -4.397 3.831 0.499
C -4.234 4.872 -0.407
C -3.033 5.019 -1.088
C -1.993 4.132 -0.854
C 0.327 2.639 0.583
C 0.516 3.883 1.156
C 1.807 4.316 1.419
C 2.871 3.494 1.099
C 2.600 2.259 0.539
N 1.362 1.835 0.283
H -3.326 -1.353 -2.777
H -4.183 -0.853 -1.368
H -3.499 2.104 1.404
H -5.332 3.719 1.034
H -5.044 5.568 -0.584
H -2.905 5.826 -1.799
H -1.054 4.248 -1.384
H -0.344 4.497 1.389
H 1.977 5.286 1.867
H 3.894 3.795 1.278
H 3.398 1.575 0.280
C 3.019 -0.962 1.824
C 3.589 -1.348 0.477
O 2.876 -0.682 -0.581
C 3.627 -0.644 -1.806
C 2.816 0.029 -2.882
H 3.294 -1.705 2.573
H 1.934 -0.926 1.792
H 3.386 0.010 2.155
H 3.536 -2.425 0.311
H 4.636 -1.048 0.403
H 3.884 -1.669 -2.088
H 4.558 -0.106 -1.617
H 1.971 -0.583 -3.198
H 3.441 0.207 -3.758
H 2.447 0.998 -2.543
N -1.327 -4.698 2.327
C -0.610 -4.186 1.292
C -0.420 -2.799 1.152
N 0.283 -2.300 0.157
C 0.820 -3.155 -0.729
C 0.641 -4.512 -0.572
N -0.066 -5.035 0.428
H -1.913 -4.112 2.891
H -1.518 -5.685 2.310
H -0.858 -2.101 1.858
H 1.363 -2.751 -1.571
H 1.075 -5.209 -1.279
*
```

---

[6]
Here is 2 unconnected molecules or ions with the total composition C5H11O2 from the Open Molecules 2025 dataset. Energies are from ωB97M-V/def2-TZVPD.

* Kohn-Sham gap (alpha / beta): 11.45 / 7.17 eV
* LUMO (alpha / beta): 0.79 / -3.23 eV
* HOMO level (alpha / beta): -10.663 / -10.397 eV

```
! RIJCOSX wB97M-V def2-TZVPD def2/J DEFGRID3
* xyz 0 2
C 0.213 0.559 -3.614
C -1.326 0.602 -3.355
H 0.868 0.949 -2.778
H 0.577 -0.407 -3.750
H 0.458 1.158 -4.477
H -1.811 1.521 -3.660
H -1.542 0.569 -2.294
H -1.834 -0.225 -3.847
C -0.682 0.231 1.631
C -0.032 1.384 2.437
C 0.470 -0.853 1.316
O 0.644 -1.688 2.225
O 1.058 -0.884 0.267
H -1.561 -0.203 2.035
H -0.830 0.792 0.520
H 0.116 2.175 1.727
H 0.902 0.994 2.834
H -0.818 1.707 3.254
*
```

---

[7]
Here is 14 unconnected molecules or ions with the total composition C4H34NO16 from the Open Molecules 2025 dataset. Energies are from ωB97M-V/def2-TZVPD.

* Kohn-Sham gap: 8.88 eV
* LUMO: 2.60 eV
* HOMO level: -6.279 eV

```
! RIJCOSX wB97M-V def2-TZVPD def2/J DEFGRID3
* xyz -1 1
O 3.354 0.640 0.260
C 2.608 -0.195 0.812
O 2.897 -0.827 1.865
C 1.210 -0.456 0.193
C 0.794 -1.946 0.139
C 0.462 -2.490 -1.247
O -0.864 -2.120 -1.598
N 0.278 0.471 0.976
H 1.079 -0.039 -0.833
H 0.048 -2.127 0.889
H 1.737 -2.308 0.620
H 0.581 -3.556 -1.389
H 1.134 -2.267 -2.102
H -1.026 -1.170 -1.767
H -0.023 1.066 0.213
H -0.419 -0.127 1.392
H 4.001 -0.010 2.899
H 4.683 1.184 2.428
O 4.367 0.840 3.277
H 2.811 2.417 2.038
H 1.334 2.120 1.581
O 1.957 2.821 1.848
H -1.456 1.420 -1.528
H -0.448 0.744 -2.461
O -1.287 0.568 -1.982
H 3.654 0.619 -1.501
H 4.237 1.871 -2.154
O 3.728 1.082 -2.362
H -2.138 -4.259 1.486
H -1.222 -3.262 2.348
O -2.020 -3.367 1.820
H -4.407 -2.874 -0.989
H -3.377 -3.150 -2.154
O -3.882 -3.544 -1.433
H -2.840 0.172 -2.798
H -4.256 0.759 -2.479
O -3.800 0.012 -2.870
H 1.334 3.719 0.710
H 0.918 5.128 0.090
O 1.001 4.196 -0.124
H -1.856 -1.446 -0.192
H -2.343 -1.776 1.161
O -2.556 -1.159 0.421
H 2.325 2.025 -1.983
H 1.365 3.100 -1.480
O 1.425 2.378 -2.145
H -3.081 0.622 0.646
H -4.494 0.761 0.263
O -3.830 1.278 0.747
H -2.989 2.545 -0.183
H -1.921 3.583 -0.600
O -2.345 2.769 -0.900
H 1.587 -1.831 2.786
H 1.146 -2.319 4.128
O 0.825 -2.284 3.217
*
```